[1]
73
Properties=species:S:1:pos:R:3:forces:R:3 method="wB97M-V/def2-TZVPD" homo_energy_ev=-4.13 de_lowest_kcal_mol=52.28 homo_lumo_gap_ev=6.45 fmax_ha_per_bohr=0.1246 total_charge=-1 e_tot_ha=-2127.0601
N 3.34936 -3.37097 2.10766 -0.660 -0.256 0.773
P 3.23186 -3.68046 0.33147 0.199 -1.249 -0.311
C 4.32158 -2.17201 -0.09117 0.871 1.333 -1.191
C 5.88567 -2.48028 -0.26432 0.084 0.921 0.113
O 6.63343 -1.49508 0.54740 0.290 -0.151 -0.611
C 1.59351 -2.68531 0.27973 -5.166 3.788 -0.027
C 0.24161 -3.24567 -0.27394 0.221 1.672 0.807
C -1.09630 -2.51047 -0.29523 3.817 0.257 1.168
N -1.20512 -1.19712 0.21747 3.159 -1.710 -0.015
C 0.00453 -0.63299 0.71689 1.308 -0.850 0.090
C 1.41373 -1.21485 0.82048 -3.372 -2.883 -1.936
H 2.36397 -3.29928 2.43005 0.889 -0.060 -0.035
H 3.69988 -4.24425 2.52837 -0.167 0.480 -0.271
H 2.41167 -4.87372 0.60151 -0.282 -0.027 -0.110
H 4.38065 -4.56994 0.34969 0.353 0.043 0.196
H 3.06229 -3.99434 -1.09378 -0.063 0.221 -0.087
H 4.24774 -1.32924 0.68575 0.221 -1.324 -1.139
H 3.96441 -1.75021 -1.10871 0.361 -0.518 1.512
H 6.22585 -3.49770 0.10885 -0.721 1.193 -0.394
H 6.27752 -2.34417 -1.33341 -0.867 -0.459 1.248
H 6.92268 -0.75136 -0.01501 -0.449 -0.704 0.302
H 0.25580 -4.31728 -0.67899 0.048 1.691 0.635
H -2.00908 -3.06584 -0.70288 1.313 1.179 0.695
H -0.09645 0.43737 1.13123 -0.095 -1.756 -0.736
H 2.27872 -0.64795 1.27898 -1.381 -0.710 -0.652
F -2.32620 5.29155 0.59370 0.041 0.230 -0.145
C -2.59289 4.20258 1.33840 -0.169 -0.798 0.495
C -2.48570 2.94466 0.76699 0.059 0.077 -0.186
C -2.75593 1.81792 1.53707 -0.114 0.191 0.226
C -3.14196 1.96550 2.86768 -0.017 -0.005 0.006
C -3.25105 3.23442 3.42919 0.072 -0.151 -0.264
C -2.96952 4.35991 2.66223 -0.014 0.247 0.020
H -2.19261 2.85145 -0.27248 0.004 0.003 0.047
H -2.66595 0.82828 1.10258 0.076 0.030 -0.059
H -3.35774 1.08698 3.46746 0.038 0.071 -0.066
H -3.55548 3.34684 4.46430 0.049 0.026 -0.094
H -3.04066 5.35517 3.08529 0.007 -0.028 -0.057
F -6.92930 -2.32674 3.93699 -0.230 0.054 0.041
C -5.64505 -2.69704 3.78451 0.836 -0.224 -0.109
C -4.85394 -2.04326 2.85290 -0.122 0.090 -0.013
C -3.52418 -2.42300 2.69886 -0.069 -0.120 0.160
C -3.00463 -3.45924 3.47079 0.054 -0.036 0.022
C -3.81008 -4.11165 4.39953 -0.018 0.250 -0.218
C -5.13681 -3.72513 4.56191 -0.179 -0.056 0.110
H -5.27824 -1.24456 2.25532 0.000 -0.030 0.043
H -2.89315 -1.91282 1.97760 -0.045 -0.043 0.023
H -1.96859 -3.75750 3.34661 -0.101 0.053 -0.023
H -3.40491 -4.92128 4.99708 -0.063 0.081 -0.032
H -5.77595 -4.21612 5.28648 -0.010 0.040 -0.055
F -1.17108 3.18902 -5.04614 0.110 -0.013 -0.074
C -2.33297 3.38209 -4.40281 -0.642 0.094 0.375
C -3.47861 2.75374 -4.86433 0.026 -0.103 -0.157
C -4.68166 2.94988 -4.19459 0.216 0.214 0.181
C -4.72724 3.78046 -3.07769 -0.058 -0.018 -0.023
C -3.57108 4.41022 -2.62637 -0.102 -0.157 -0.202
C -2.36548 4.20581 -3.28900 0.165 0.073 0.022
H -3.42523 2.11750 -5.73991 0.049 0.022 0.061
H -5.58280 2.45681 -4.54255 0.106 0.030 0.004
H -5.66725 3.93620 -2.55837 0.105 -0.021 -0.037
H -3.60886 5.05992 -1.75861 0.068 -0.086 -0.064
H -1.45373 4.68083 -2.94634 -0.027 -0.038 -0.039
F 7.69859 1.70389 -2.31533 0.208 0.007 0.028
C 6.36510 1.66797 -2.48384 -0.860 -0.019 -0.088
C 5.80943 0.70767 -3.31349 0.215 -0.126 -0.077
C 4.43142 0.66532 -3.48376 -0.030 0.283 0.194
C 3.62269 1.59152 -2.83050 -0.056 0.009 -0.036
C 4.19131 2.55589 -2.00373 0.104 -0.256 -0.199
C 5.57040 2.59158 -1.82440 0.124 0.115 0.087
H 6.45409 -0.00086 -3.82038 0.001 0.031 0.071
H 3.98696 -0.08816 -4.12452 0.070 0.047 0.083
H 2.54671 1.56015 -2.96674 0.112 -0.021 0.045
H 3.56063 3.27938 -1.49856 0.084 -0.081 -0.010
H 6.02967 3.32940 -1.17709 0.016 -0.055 -0.038



[2]
73
Properties=species:S:1:pos:R:3:forces:R:3 method="wB97M-V/def2-TZVPD" homo_energy_ev=-4.07 de_lowest_kcal_mol=0.00 homo_lumo_gap_ev=6.39 fmax_ha_per_bohr=0.0774 total_charge=-1 e_tot_ha=-2127.1434
N 3.26093 -3.33765 2.12498 -0.343 -0.107 0.440
P 3.13953 -3.64645 0.33988 0.023 -1.055 -0.251
C 4.23188 -2.13788 -0.08306 0.669 0.646 -1.075
C 5.76560 -2.44449 -0.25186 0.043 1.020 0.290
O 6.51519 -1.47201 0.55205 0.382 -0.191 -0.212
C 1.50200 -2.63827 0.28717 -2.981 2.637 0.076
C 0.24176 -3.17013 -0.23747 0.675 0.186 0.280
C -1.01780 -2.47892 -0.26332 2.167 -0.399 0.501
N -1.13101 -1.22323 0.22430 1.267 -0.430 0.083
C 0.02923 -0.68516 0.70739 0.759 0.585 0.502
C 1.34097 -1.25260 0.79804 -1.642 -2.387 -1.340
H 2.28917 -3.26241 2.44996 0.455 -0.021 0.069
H 3.60670 -4.20665 2.54020 -0.041 0.237 -0.149
H 2.31172 -4.83904 0.60663 -0.232 -0.016 -0.088
H 4.29011 -4.54134 0.35842 0.284 0.075 0.203
H 2.96944 -3.95559 -1.08763 -0.046 0.178 -0.099
H 4.16293 -1.31699 0.67343 0.115 -0.779 -0.579
H 3.88123 -1.72583 -1.07469 0.101 -0.290 0.902
H 6.09256 -3.44274 0.11553 -0.512 0.596 -0.194
H 6.14861 -2.31463 -1.29769 -0.634 -0.398 0.615
H 6.80394 -0.73926 -0.00948 -0.300 -0.352 0.103
H 0.26165 -4.21397 -0.63085 0.047 0.845 0.310
H -1.90508 -3.01804 -0.66371 0.565 0.717 0.353
H -0.06080 0.35617 1.11119 -0.173 -0.890 -0.398
H 2.19026 -0.70842 1.24632 -0.735 -0.288 -0.317
F -2.24749 5.25856 0.58298 0.019 0.133 -0.083
C -2.52181 4.16854 1.33049 -0.114 -0.552 0.327
C -2.41718 2.91343 0.76078 0.085 0.023 -0.281
C -2.69370 1.78995 1.52962 -0.104 0.124 0.194
C -3.08369 1.94103 2.85642 -0.027 -0.055 0.033
C -3.18957 3.20929 3.41464 0.048 -0.136 -0.183
C -2.90145 4.33149 2.64912 -0.029 0.303 0.085
H -2.12092 2.81906 -0.27707 0.012 0.001 0.027
H -2.60450 0.80020 1.09713 0.076 0.001 -0.072
H -3.30496 1.06533 3.45585 0.028 0.032 -0.036
H -3.49692 3.32443 4.44717 0.035 0.027 -0.045
H -2.96991 5.32747 3.06919 0.005 -0.010 -0.045
F -6.87203 -2.34702 3.91144 -0.131 0.027 0.026
C -5.58342 -2.71733 3.76617 0.570 -0.143 -0.079
C -4.79117 -2.06513 2.83908 -0.121 0.156 -0.077
C -3.46221 -2.44391 2.69350 -0.027 -0.063 0.089
C -2.94646 -3.47615 3.46881 0.100 -0.050 0.018
C -3.75552 -4.12580 4.39288 -0.004 0.182 -0.161
C -5.08182 -3.74117 4.54756 -0.185 -0.116 0.169
H -5.21346 -1.26859 2.23835 -0.006 -0.015 0.030
H -2.82837 -1.93510 1.97502 -0.034 -0.024 0.000
H -1.91090 -3.77310 3.35067 -0.052 0.033 -0.024
H -3.35377 -4.93281 4.99378 -0.042 0.043 -0.006
H -5.72501 -4.23020 5.26885 -0.019 0.027 -0.039
F -1.08095 3.15287 -5.04273 0.065 -0.006 -0.047
C -2.24650 3.35088 -4.40292 -0.441 0.063 0.261
C -3.38901 2.72717 -4.86917 0.009 -0.150 -0.213
C -4.59164 2.92826 -4.20481 0.141 0.161 0.138
C -4.63917 3.75765 -3.09038 -0.094 -0.001 0.010
C -3.48407 4.38210 -2.63569 -0.099 -0.107 -0.136
C -2.27826 4.17365 -3.29215 0.215 0.117 0.068
H -3.33346 2.09097 -5.74363 0.047 0.005 0.039
H -5.49181 2.43877 -4.55606 0.061 0.007 -0.010
H -5.57926 3.91670 -2.57542 0.058 -0.013 -0.012
H -3.52234 5.03121 -1.76927 0.063 -0.055 -0.022
H -1.36617 4.64457 -2.94699 -0.008 -0.025 -0.030
F 7.60552 1.72327 -2.31207 0.115 0.004 0.014
C 6.26880 1.69342 -2.47971 -0.596 0.006 -0.042
C 5.71048 0.73679 -3.30594 0.288 -0.220 -0.142
C 4.33544 0.69944 -3.47446 -0.095 0.209 0.133
C 3.53132 1.62679 -2.82291 -0.101 0.028 -0.025
C 4.10426 2.58832 -1.99946 0.074 -0.196 -0.152
C 5.48204 2.61977 -1.82137 0.111 0.177 0.137
H 6.35114 0.02533 -3.81228 0.020 0.016 0.061
H 3.88922 -0.05278 -4.11298 0.044 0.011 0.050
H 2.45662 1.59871 -2.95732 0.056 -0.019 0.036
H 3.47794 3.31366 -1.49462 0.051 -0.045 0.014
H 5.94543 3.35550 -1.17587 0.021 -0.037 -0.022